303
Properties=species:S:1:pos:R:3:forces:R:3 method="wB97M-V/def2-TZVPD" multiplicity=2 homo_lumo_gap_ev="7.7 / 6.8" lumo_ev="0.21 / -0.59" energy_ev=-343166.685
Cu 10.4460 23.3328 19.3340 0.995 -0.071 1.130
Br 8.8587 23.1867 21.6786 0.406 0.004 -0.290
C 13.8520 23.9537 21.9679 0.785 0.152 0.228
C 13.5140 22.8403 20.9570 -1.951 -0.428 0.274
C 13.2260 21.4350 21.6431 0.421 1.707 0.288
O 12.4858 23.2751 20.1209 -0.700 0.025 -0.938
H 13.0690 24.3240 22.6296 -0.372 -0.450 -0.247
H 14.2340 24.8411 21.4633 -0.275 0.081 -0.553
H 14.7020 23.7109 22.6056 0.166 -0.426 0.070
H 14.4306 22.7235 20.3787 0.393 -0.218 -0.488
H 12.3426 21.5565 22.2699 -0.178 -0.085 -0.021
H 14.0713 21.2671 22.3105 0.081 -0.387 0.052
H 13.0975 20.5726 20.9890 0.052 0.323 -0.365
O 19.3052 18.3060 20.8771 1.723 -0.712 0.319
P 18.0871 18.5442 20.1342 -3.284 0.950 -2.041
N 18.2732 19.3434 18.6379 -1.713 0.254 -0.127
C 19.5350 19.9492 18.2853 0.273 -0.554 0.636
C 17.0938 19.8916 17.8685 0.948 0.349 0.473
N 16.9968 19.5655 20.9815 0.293 -0.627 -0.312
C 17.2490 20.9910 21.1202 0.225 -0.308 -0.978
C 16.4880 19.0427 22.2332 0.029 -1.126 -0.433
N 17.1806 17.1760 19.6814 -0.020 1.061 -0.095
C 15.7817 17.2772 19.1935 1.318 -0.336 1.594
C 17.8076 15.8473 19.5323 -0.775 0.469 2.225
H 20.0570 20.0432 19.2375 0.631 0.341 -0.318
H 19.3980 20.9104 17.7898 0.101 0.067 0.185
H 20.0891 19.2724 17.6350 0.303 0.203 -0.153
H 16.4807 20.5345 18.5001 -0.202 -0.113 0.187
H 16.4337 19.2278 17.3101 0.276 -0.597 0.404
H 17.5050 20.5557 17.1082 0.097 -0.030 -0.012
H 16.2813 21.4319 20.8811 0.263 0.856 0.216
H 17.6258 21.2822 22.1007 -0.228 -0.157 0.305
H 18.0370 21.2980 20.4326 -0.215 0.199 -0.350
H 17.3213 18.8640 22.9126 -0.068 -0.106 0.412
H 15.7433 19.6766 22.7146 0.024 0.218 -0.270
H 16.0148 18.1006 21.9562 -0.119 -0.269 0.617
H 15.2399 16.4769 19.6975 -0.259 -0.318 -0.315
H 15.3736 18.1772 19.6537 -0.173 0.305 -0.819
H 15.7438 17.1625 18.1102 -0.361 0.330 0.000
H 17.7357 15.4739 20.5538 0.763 -0.552 0.229
H 18.8596 15.8690 19.2481 -0.316 -0.104 -0.461
H 17.1266 15.1422 19.0557 0.397 0.375 -0.962
O 5.5463 18.4464 26.6695 -0.190 -0.166 0.464
P 5.8655 18.9915 25.3542 0.167 3.404 -2.936
N 6.8357 18.1077 24.2938 0.092 -0.855 -0.212
C 6.3193 16.8033 23.7917 1.208 0.669 -0.101
C 8.3429 17.9981 24.4531 -1.363 2.012 1.274
N 6.7115 20.5163 25.4047 0.317 -0.377 1.966
C 7.5427 20.7902 26.6019 -1.106 -1.400 0.108
C 6.9877 21.3815 24.2591 -1.444 -0.824 -0.548
N 4.4626 19.4119 24.3877 2.006 -1.376 0.107
C 4.5624 19.8068 22.9679 -0.362 -0.204 0.907
C 3.1672 19.5931 25.0436 1.075 0.295 -0.201
H 6.6714 15.9683 24.3974 -0.093 -0.050 0.264
H 6.8854 16.7730 22.8608 -0.687 -0.803 -0.519
H 5.2395 16.7209 23.6675 0.139 0.437 -0.070
H 8.7797 18.9961 24.4161 -0.219 0.398 -0.221
H 8.8875 17.4592 23.6779 -0.707 -0.665 0.255
H 8.5372 17.7322 25.4922 0.430 -0.975 -0.234
H 7.0240 20.4068 27.4806 -0.378 0.284 0.098
H 8.4201 20.1437 26.6202 0.767 0.529 -0.270
H 7.7346 21.8531 26.7480 0.049 -0.274 -0.293
H 6.0184 21.7376 23.9101 -0.090 -0.147 -0.524
H 7.4902 22.3396 24.3914 0.660 -0.533 0.769
H 7.4603 20.7751 23.4864 0.270 0.525 -0.380
H 5.5888 19.9845 22.6470 -0.146 -0.256 0.092
H 4.0782 19.0749 22.3214 0.066 -0.197 -0.193
H 4.0081 20.7398 22.8658 0.055 0.214 -0.214
H 3.4232 20.1469 25.9469 -0.861 -0.036 0.291
H 2.6310 18.6679 25.2552 0.118 -0.072 0.137
H 2.5559 20.1882 24.3651 -0.108 0.169 0.241
O 8.5635 23.4442 18.1216 -0.644 0.154 0.114
P 7.1814 23.4454 17.5769 -2.437 0.524 0.524
N 6.1412 22.2545 18.2225 1.641 0.095 -1.581
C 6.4792 21.6296 19.4753 0.535 0.898 0.787
C 4.9033 21.7848 17.6846 0.078 0.133 -0.032
N 7.0495 23.4520 15.8954 -0.417 -1.864 1.155
C 7.3098 24.6301 15.0971 -0.686 -0.032 -0.125
C 6.6081 22.2734 15.0917 0.023 0.916 -0.036
N 6.2322 24.7991 18.0001 0.455 1.311 -1.291
C 4.9214 25.1140 17.3906 0.437 -1.004 0.511
C 6.3134 25.4091 19.3232 0.744 -0.902 -0.172
H 6.3546 22.3625 20.2724 0.785 0.278 0.234
H 7.5152 21.3054 19.3773 -0.160 -0.329 0.827
H 5.7526 20.9078 19.8484 0.160 -0.758 -0.934
H 4.1750 21.9250 18.4835 -0.573 -0.175 -0.304
H 5.0496 20.7234 17.4845 -0.603 -0.293 -0.243
H 4.5954 22.3041 16.7771 -0.045 -0.020 0.142
H 6.5655 24.6306 14.3007 0.014 0.071 -0.299
H 7.0985 25.5407 15.6577 0.467 -0.039 0.171
H 8.2995 24.6164 14.6407 0.162 0.151 0.118
H 6.6376 21.2769 15.5324 0.483 0.384 0.497
H 5.5625 22.4018 14.8119 -0.148 0.172 -0.258
H 7.2008 22.2739 14.1769 0.055 -0.206 -0.028
H 4.7432 26.1635 17.6249 -0.326 -0.049 -0.372
H 4.7591 24.8648 16.3420 0.834 0.415 -0.297
H 4.1495 24.4835 17.8319 -0.330 0.203 0.655
H 7.3117 25.1590 19.6824 -0.029 0.267 0.547
H 5.5591 24.9994 19.9950 -0.051 -0.259 0.213
H 6.1507 26.4869 19.3226 0.216 0.162 -0.370
O 11.3180 23.5020 17.2220 -0.104 0.114 -0.126
P 12.0441 23.5225 15.9454 1.297 1.399 -3.243
N 11.9243 22.0907 15.0341 0.235 -0.423 -0.071
C 13.0904 21.5160 14.3294 -0.420 0.657 0.324
C 10.5845 21.5828 14.6164 0.280 1.500 1.199
N 13.7030 23.9231 16.1055 -0.402 -0.783 -0.227
C 14.5473 24.5892 15.0888 -1.498 -0.620 0.711
C 14.4639 23.6426 17.3100 -0.950 -0.122 0.617
N 11.5048 24.7441 14.7504 0.319 -2.016 1.679
C 11.6068 24.6179 13.2753 -0.190 0.513 0.801
C 10.9455 25.9843 15.3203 0.012 -0.431 -0.852
H 13.8282 21.1908 15.0630 -0.021 -0.473 -0.172
H 13.6108 22.2162 13.6760 -0.092 0.261 -0.109
H 12.7123 20.7334 13.6716 0.272 -0.273 0.329
H 10.1993 22.2303 13.8287 -0.270 -0.250 -0.270
H 9.9520 21.7016 15.4961 -0.261 0.227 -0.088
H 10.4831 20.5289 14.3571 0.825 0.058 -0.184
H 14.4085 25.6637 15.2085 0.190 0.142 -0.555
H 15.5754 24.3185 15.3289 -0.005 0.045 -0.388
H 14.2237 24.1809 14.1313 0.501 0.634 -0.287
H 13.8367 22.9817 17.9083 0.260 0.225 0.650
H 15.4459 23.1926 17.1643 -0.026 -0.432 -0.610
H 14.6947 24.5700 17.8342 -0.335 0.105 0.311
H 12.5573 25.0196 12.9241 -0.003 0.224 -0.228
H 11.4983 23.6390 12.8083 0.092 -0.411 0.770
H 10.7743 25.1772 12.8484 0.133 0.305 -0.088
H 11.6126 26.4970 16.0133 0.084 -0.242 0.117
H 9.9888 25.7741 15.7984 0.055 0.145 0.227
H 10.7725 26.6734 14.4937 -0.080 0.093 0.002
O 11.2867 15.5984 26.9370 0.480 -0.205 0.638
P 12.4389 16.4980 27.1401 2.293 0.872 -0.636
N 12.8370 16.9215 28.7613 -1.609 0.734 -1.843
C 12.3898 16.1650 29.9068 0.772 -0.600 0.185
C 13.8261 17.9642 29.0646 0.468 -1.192 -0.225
N 12.2840 17.9879 26.2599 2.023 -1.434 1.146
C 12.2652 17.9482 24.8214 0.201 -0.278 0.129
C 11.4798 18.9959 26.8496 -1.520 -0.791 0.717
N 13.9436 15.8544 26.5165 -1.007 1.773 0.772
C 14.0192 14.4973 26.0055 -0.119 0.870 0.067
C 15.0892 16.7830 26.2000 -1.008 -0.896 0.485
H 12.0028 16.8593 30.6526 -0.543 -0.344 0.064
H 13.2271 15.6408 30.3674 0.659 0.294 0.271
H 11.7946 15.2789 29.6859 -0.827 0.714 -0.400
H 13.7718 18.3226 30.0926 -0.503 -0.029 -0.007
H 13.8085 18.8150 28.3834 -0.111 -0.212 -0.052
H 14.7742 17.4316 28.9909 0.561 0.551 0.117
H 12.9619 17.1702 24.5094 -0.043 0.121 -0.361
H 11.2856 17.7430 24.3899 -0.324 -0.267 0.104
H 12.5495 18.9257 24.4318 0.326 0.083 -0.098
H 11.5655 18.8953 27.9316 0.209 0.677 0.058
H 11.6296 20.0045 26.4644 0.208 -0.033 0.040
H 10.4662 18.6382 26.6688 -0.787 0.848 -0.099
H 13.3293 13.8130 26.4993 -0.181 0.284 -0.044
H 13.7603 14.6101 24.9527 0.448 -1.100 -0.375
H 15.0264 14.1599 26.2501 0.051 -0.328 -0.655
H 15.3698 17.2770 27.1302 0.221 0.190 -0.408
H 14.8621 17.5133 25.4233 -0.245 0.191 0.094
H 15.9460 16.2306 25.8141 -0.080 -0.340 0.249
O 10.4783 25.5031 19.6501 0.576 -0.101 -0.868
P 10.6016 26.9053 20.0947 -1.288 2.253 -1.316
N 10.3230 27.1357 21.7173 0.360 -0.096 0.317
C 8.9561 26.9921 22.2666 0.051 -0.362 0.088
C 11.3255 26.4308 22.5714 -0.419 0.630 -0.746
N 9.4158 27.9105 19.3220 -1.521 -1.677 0.647
C 9.0033 29.1610 19.9466 1.455 0.426 -0.244
C 8.9306 27.5921 17.9476 1.019 -0.571 0.909
N 12.0030 27.7822 19.6615 0.237 -1.245 1.097
C 12.3212 29.0348 20.3542 -0.760 0.158 0.511
C 12.8661 27.3983 18.5114 -0.619 -0.895 1.308
H 8.8074 27.6982 23.0835 -0.081 0.612 -0.326
H 8.7559 26.0443 22.7662 0.545 -0.538 -0.380
H 8.1991 27.0486 21.4843 0.093 0.384 0.090
H 11.1791 26.7645 23.5987 -0.111 -0.332 0.070
H 12.3364 26.7242 22.2884 -0.027 -0.055 -0.168
H 11.1838 25.3641 22.3977 0.121 -0.169 0.544
H 9.8453 29.8363 19.7950 -0.366 0.911 -0.360
H 8.0808 29.5714 19.5358 0.083 -0.162 -0.086
H 8.9607 29.1660 21.0357 -0.451 -0.654 -0.026
H 8.7342 26.5241 17.8530 0.055 -0.181 0.204
H 8.0076 28.0743 17.6256 0.100 0.466 0.496
H 9.7330 27.8055 17.2413 -0.101 0.283 -0.381
H 11.7799 29.1865 21.2880 -0.421 -0.831 0.110
H 13.3450 29.1194 20.7186 0.372 -0.063 -0.801
H 11.9527 29.9133 19.8245 0.729 0.161 -0.628
H 12.4389 27.6859 17.5508 0.429 0.816 -0.011
H 12.9241 26.3129 18.4310 -0.232 -0.291 0.322
H 13.8843 27.6820 18.7779 0.005 0.522 -0.636
O 12.8398 23.2473 28.5862 -0.511 0.016 -1.913
P 12.8014 23.5147 27.1058 -0.359 -0.977 -0.861
N 11.2828 23.3042 26.2994 1.955 -0.169 1.237
C 10.1031 22.8834 27.0128 0.244 -0.245 0.523
C 11.0014 23.8003 24.9517 -0.334 -0.379 0.446
N 13.9558 22.4714 26.2852 -2.380 3.311 0.431
C 14.3559 21.3199 26.9910 0.658 -0.775 1.160
C 14.3059 22.6331 24.8738 0.096 -0.217 1.497
N 13.1992 25.0832 26.6359 0.825 0.693 -0.765
C 14.6626 25.3327 26.4811 0.052 -0.033 0.688
C 12.4164 26.2728 27.1318 0.943 -0.442 -0.431
H 9.3517 23.6228 26.7358 -0.656 -0.346 0.388
H 10.2404 22.8145 28.0919 0.271 0.790 0.126
H 9.8039 21.8517 26.8281 -0.117 0.161 -0.874
H 10.5431 24.7867 25.0231 0.439 0.531 -0.268
H 10.2004 23.2187 24.4955 0.134 -0.456 -0.025
H 11.8607 23.7256 24.2852 -0.156 0.363 0.167
H 14.6657 20.5215 26.3166 0.117 -0.016 -0.098
H 15.1500 21.5782 27.6914 0.597 -0.328 -0.056
H 13.6032 20.9115 27.6654 -0.454 0.062 -0.280
H 13.9376 23.5810 24.4815 -0.336 -0.509 0.085
H 15.3920 22.7139 24.8288 0.161 -0.244 -0.425
H 13.9443 21.7379 24.3680 0.028 0.297 -0.636
H 15.1531 24.9746 25.5760 -0.659 -0.331 -0.338
H 14.9301 26.3893 26.4914 -0.507 0.153 0.292
H 15.2051 24.8504 27.2942 0.163 0.122 0.201
H 11.3896 26.3342 26.7714 -0.077 -0.673 0.216
H 12.8674 27.1774 26.7239 0.274 -0.135 -0.195
H 12.4974 26.3877 28.2128 -0.342 -0.257 0.116
O 16.2764 27.5562 19.9916 0.516 -0.947 0.975
P 17.1206 26.9550 21.0689 1.298 -0.636 1.193
N 17.5065 25.2679 20.8504 0.390 1.175 0.346
C 18.2572 24.5026 21.9097 -0.950 0.967 -0.755
C 16.9309 24.4914 19.7033 1.702 1.016 1.267
N 16.4200 26.9378 22.6282 -0.756 0.769 -0.492
C 17.1889 26.9153 23.8944 0.067 -0.261 -1.453
C 15.0554 27.4905 22.6996 0.359 0.102 -0.002
N 18.6162 27.8603 21.3968 0.912 -2.889 -1.221
C 19.9054 27.4129 20.7014 -0.793 0.543 1.074
C 18.5265 29.2965 21.4515 -1.054 0.131 -0.056
H 18.7293 23.5944 21.5351 0.071 0.185 -0.549
H 17.6042 24.1563 22.7107 -0.180 0.161 0.207
H 19.0316 25.1560 22.3117 0.005 -0.117 0.121
H 15.8410 24.4765 19.7094 0.167 -0.105 -0.156
H 17.4021 23.5222 19.8668 -0.599 -0.286 -0.438
H 17.4036 24.9417 18.8305 -0.694 -0.242 -0.509
H 17.8268 26.0328 23.8446 0.090 0.236 0.385
H 17.8231 27.7987 23.9670 -0.037 0.088 0.389
H 16.5128 26.7994 24.7415 -0.010 0.176 -0.122
H 14.5459 27.1316 23.5938 -0.063 -0.394 -0.093
H 15.0217 28.5775 22.7727 0.226 0.345 0.003
H 14.5064 27.2390 21.7922 -0.061 -0.203 0.164
H 20.1503 28.0439 19.8470 -0.513 -0.346 -0.581
H 20.7838 27.5780 21.3253 -0.202 0.176 0.716
H 19.9279 26.3379 20.5229 -0.417 0.208 -0.484
H 19.3960 29.7526 21.9249 0.080 -0.167 -0.018
H 17.6369 29.5686 22.0195 -0.001 0.098 0.237
H 18.3564 29.7169 20.4603 0.270 0.233 -0.211
O 20.3624 21.8695 27.3369 0.568 0.387 0.729
P 20.2569 22.0789 25.8943 -0.299 -1.392 -1.971
N 18.6664 22.4084 25.3426 1.938 0.943 0.234
C 18.1140 23.7450 25.6608 0.070 -0.540 -1.016
C 17.7198 21.3143 25.3700 0.133 0.575 0.232
N 20.6780 20.6073 25.0960 -1.410 0.476 -0.836
C 21.1564 19.4856 25.9079 1.142 1.176 0.340
C 20.4466 20.2782 23.6436 0.679 0.935 1.330
N 21.2479 23.2761 25.2177 -2.359 -0.228 0.464
C 21.1732 23.4678 23.7822 -0.032 0.584 0.280
C 22.3729 23.8076 25.9091 1.163 -0.440 1.189
H 18.7902 24.4712 25.2096 -0.135 0.229 0.210
H 17.8977 24.0186 26.6935 0.465 -0.472 0.425
H 17.1422 23.8129 25.1720 0.033 0.116 -0.324
H 18.2646 20.3702 25.3748 -0.264 -0.022 0.142
H 17.1003 21.3835 24.4759 -0.232 -0.234 -0.019
H 17.1170 21.4734 26.2641 -0.335 -0.689 0.024
H 22.0878 19.8554 26.3367 0.204 -0.398 0.443
H 20.5201 19.2345 26.7565 -0.258 -0.233 -0.287
H 21.4628 18.6372 25.2960 -0.529 -0.013 -0.089
H 20.0454 19.2687 23.5544 -0.154 0.181 -0.217
H 19.8365 21.0420 23.1615 -0.481 -0.222 0.204
H 21.3987 20.3623 23.1197 0.164 -0.468 -0.144
H 21.5840 24.4550 23.5707 0.508 -0.146 -0.236
H 21.6773 22.6613 23.2497 0.140 0.222 -0.329
H 20.1442 23.5759 23.4392 -0.083 -0.531 0.158
H 22.6364 24.8364 25.6636 -0.216 -0.022 -0.460
H 23.2423 23.1600 25.7960 0.487 0.121 -0.506
H 22.2769 23.7966 26.9948 -0.730 -0.018 0.018
O 10.0801 21.2369 19.0441 0.422 -2.589 -0.857
P 10.1600 19.7184 19.0275 -0.425 -1.234 0.332
N 9.0877 18.9237 17.9075 -1.056 -0.392 0.913
C 8.5511 17.5241 18.0975 0.835 0.002 0.497
C 8.5890 19.6012 16.7069 0.475 0.243 0.047
N 9.6484 18.9567 20.4717 3.355 -1.223 -2.696
C 10.5457 19.0224 21.6007 -0.233 2.220 0.652
C 8.2940 18.9660 20.8299 -1.141 1.720 0.796
N 11.7355 19.0853 18.6958 -2.111 -1.032 1.756
C 12.7294 19.8523 18.0751 0.639 1.155 -1.097
C 12.1975 17.6799 18.9911 -1.278 0.803 -0.093
H 8.7579 17.1337 19.0939 0.331 0.369 0.017
H 8.9570 16.7634 17.4306 0.612 0.352 -0.445
H 7.4827 17.3355 17.9918 -0.396 1.119 -0.155
H 8.1276 20.5760 16.8653 0.354 0.259 0.627
H 7.7826 19.0639 16.2078 0.288 -0.589 0.111
H 9.4304 19.7416 16.0284 -0.308 -0.068 -0.301
H 10.5366 20.0433 21.9825 -0.268 0.700 0.155
H 10.0938 18.5341 22.4642 0.751 -0.940 -0.353
H 11.6094 18.9837 21.3661 -0.170 -1.199 0.041
H 8.0833 18.3432 21.6992 -0.002 -0.542 -0.339
H 8.1983 19.9804 21.2171 -1.267 0.387 0.154
H 7.6349 18.8035 19.9771 -0.042 -0.042 0.358
H 13.6184 19.9631 18.6960 0.275 0.014 -0.003
H 12.9585 19.3465 17.1372 0.614 0.128 -0.271
H 12.3751 20.8475 17.8063 -0.062 0.098 0.213
H 12.4152 17.5841 20.0548 0.092 -0.229 -0.054
H 13.0690 17.3902 18.4040 0.142 0.618 -0.025
H 11.4493 16.9457 18.6923 -0.300 0.085 0.281